Entry from the Open Molecules 2025 dataset: a molecular structure, C22H37IrN4OS2SbSe4 (ωB97M-V/def2-TZVPD).

Last column: Mulliken spin population.
Positions of all 72 atoms, in Å:
Ir 0.341 -0.227 0.125  0.95
Se -0.421 1.467 -4.713  0.95
Sb -1.508 1.521 -2.457  -0.07
Se -2.163 0.376 0.913  1.38
Se 0.682 1.777 -1.092  0.49
Se -2.193 3.931 -2.469  1.03
N 1.131 0.696 1.951  0.03
C 2.080 -0.122 2.737  0.00
C 1.424 -1.399 3.255  0.00
C 1.155 -2.457 2.190  -0.01
N 0.041 -2.052 1.312  0.05
H 1.565 1.580 1.695  0.00
H 0.330 0.935 2.532  -0.01
H 2.465 0.459 3.580  0.00
H 2.917 -0.370 2.084  0.00
H 0.487 -1.147 3.764  0.00
H 2.083 -1.833 4.008  0.00
H 0.935 -3.415 2.667  0.00
H 2.036 -2.592 1.562  -0.01
H -0.803 -1.881 1.857  0.00
H -0.183 -2.786 0.643  0.00
C -4.971 -3.884 -6.402  0.00
C -4.315 -4.950 -7.236  0.00
O -4.828 -5.476 -8.183  0.00
S -2.658 -5.488 -6.791  0.00
C -2.190 -4.410 -5.460  0.00
C -1.626 -3.168 -5.738  0.00
C -1.196 -2.351 -4.708  -0.03
C -1.305 -2.763 -3.375  -0.03
C -1.891 -4.004 -3.107  0.00
C -2.323 -4.820 -4.137  0.00
C -0.790 -1.948 -2.317  0.00
C -0.371 -1.235 -1.422  0.09
H -6.013 -3.806 -6.704  0.00
H -4.472 -2.927 -6.559  0.00
H -4.900 -4.120 -5.341  0.00
H -1.522 -2.851 -6.767  0.00
H -0.772 -1.377 -4.923  0.04
H -2.004 -4.323 -2.079  0.00
H -2.767 -5.782 -3.920  0.00
C 6.465 2.364 -2.728  0.00
C 5.797 2.588 -4.081  0.00
C 4.785 1.502 -4.441  0.00
C 3.639 1.379 -3.430  0.02
N 3.868 0.378 -2.387  0.01
C 3.065 -0.659 -2.097  0.04
S 2.982 -1.242 -0.494  0.08
N 2.330 -1.230 -3.049  0.00
C 2.637 -1.358 -4.467  -0.01
C 2.815 -2.828 -4.839  0.00
C 3.877 -3.545 -4.007  0.00
C 5.261 -2.910 -4.112  0.00
H 7.255 3.095 -2.555  0.00
H 6.909 1.368 -2.671  0.00
H 5.752 2.467 -1.907  0.00
H 6.562 2.626 -4.859  0.00
H 5.297 3.560 -4.086  0.00
H 5.302 0.540 -4.507  0.00
H 4.369 1.709 -5.430  0.00
H 2.693 1.145 -3.914  -0.02
H 3.487 2.338 -2.925  0.00
H 4.441 0.662 -1.609  0.00
H 1.586 -1.818 -2.694  -0.01
H 3.550 -0.811 -4.682  0.00
H 1.832 -0.912 -5.057  0.01
H 3.083 -2.869 -5.899  0.00
H 1.857 -3.346 -4.732  0.00
H 3.925 -4.585 -4.335  0.00
H 3.568 -3.562 -2.958  0.00
H 5.554 -2.772 -5.155  0.00
H 6.013 -3.538 -3.634  0.00
H 5.293 -1.937 -3.618  0.00

Total energy ... -11901.4250 Eh
Largest force on an atom ... 0.42 eV/A
HOMO energy (alpha / beta) ... -6.136 / -7.400 eV
Charge ... 0
Gap between HOMO and LUMO (alpha / beta) ... 0.2264 / 0.1864 Ha
Spin multiplicity ... 6
LUMO (alpha / beta) ... 0.02 / -2.33 eV
Energy relative to the best compared isomer or geometry (same formula, charge and spin) ... 15.5 kJ/mol

---

Entry from the Open Molecules 2025 dataset: a molecular structure, C22H37MnO3Si (ωB97M-V/def2-TZVPD).

Last column: Mulliken spin population.
Positions of all 64 atoms, in Å:
O -0.515 -0.479 -2.955  0.02
C 0.682 -0.576 -3.790  0.05
C 0.130 0.446 -4.766  0.00
H 0.783 -1.594 -4.180  0.00
H 1.586 -0.250 -3.250  -0.01
C -1.026 0.603 -3.779  -0.04
H -0.281 0.028 -5.671  0.00
H 0.750 1.330 -4.947  0.00
C -2.377 0.209 -4.339  0.01
H -2.294 -0.769 -4.823  0.00
H -2.703 0.934 -5.092  0.00
H -3.127 0.178 -3.538  0.00
C -0.959 1.976 -3.165  0.04
H 0.075 2.249 -2.929  -0.01
H -1.540 2.061 -2.249  -0.01
H -1.349 2.713 -3.877  0.00
Mn 0.582 0.408 -0.097  4.12
C 1.319 2.019 1.110  0.02
C 2.365 1.030 1.078  0.09
C 2.763 0.854 -0.290  -0.06
H 2.824 0.574 1.951  0.00
C 2.014 1.782 -1.095  0.20
C 1.126 2.510 -0.228  0.00
H 0.486 3.341 -0.518  -0.02
H 0.826 2.394 2.011  -0.02
H 3.539 0.185 -0.659  0.00
H 2.168 1.974 -2.153  0.01
C -1.334 -0.485 1.839  0.29
C -1.298 0.734 0.897  0.19
C -1.879 0.315 -0.338  0.27
H -1.387 1.736 1.319  -0.04
C -1.922 -1.113 -0.362  0.04
C -1.484 -1.614 0.848  -0.14
H -1.472 -2.647 1.186  0.01
H -2.252 -0.427 2.465  0.05
H -2.370 0.967 -1.055  -0.20
H -2.336 -1.691 -1.185  0.02
O 0.764 -1.037 -6.719  0.00
C 0.185 -0.249 -7.812  0.00
C 0.527 -0.906 -9.158  0.00
H 0.596 0.776 -7.767  0.00
H -0.913 -0.180 -7.672  0.00
C 1.524 -2.025 -8.796  0.00
H 0.963 -0.177 -9.845  0.00
H -0.387 -1.318 -9.597  0.00
C 1.430 -2.184 -7.269  0.00
H 2.540 -1.702 -9.049  0.00
H 1.297 -2.959 -9.310  0.00
H 2.417 -2.247 -6.792  0.00
H 0.849 -3.084 -7.010  0.00
C 1.529 0.487 4.671  0.00
Si -0.102 -0.372 4.385  0.10
C -0.160 -2.059 5.178  0.01
C -1.542 0.689 4.938  0.03
O -0.191 -0.584 2.719  -0.01
H 1.648 0.765 5.727  0.00
H 1.611 1.398 4.067  0.01
H 2.363 -0.172 4.401  0.00
H -0.047 -1.974 6.268  0.00
H -1.113 -2.565 4.974  0.00
H 0.648 -2.699 4.800  0.00
H -1.391 1.732 4.627  0.00
H -2.490 0.335 4.513  -0.01
H -1.633 0.679 6.033  0.00

Total energy ... -2526.5471 Eh
Largest force on an atom ... 3.67 eV/A
HOMO energy (alpha / beta) ... -0.004 / -0.992 eV
Charge ... -1
Gap between HOMO and LUMO (alpha / beta) ... 0.0852 / 0.1214 Ha
Spin multiplicity ... 6
LUMO (alpha / beta) ... 2.31 / 2.31 eV

---

Entry from the Open Molecules 2025 dataset: C22H37N3O in the gas phase (ωB97M-V/def2-TZVPD).

Last column: Löwdin charge in e.
Positions of all 63 atoms, in Å:
C -6.726 -2.418 -0.363  -0.12
C -5.826 -1.211 -0.133  -0.24
C -4.346 -1.597 -0.302  -0.19
N -3.340 -0.585 -0.135  -0.12
C -3.043 -0.070 1.181  -0.30
C -3.873 1.172 1.557  -0.13
C -3.844 2.270 0.495  -0.17
C -3.991 1.696 -0.914  -0.13
C -3.152 0.427 -1.148  -0.29
C -1.640 0.695 -1.235  -0.07
C -1.006 1.062 0.112  -0.30
N 0.440 0.953 0.041  0.11
C 1.208 2.051 -0.210  -0.55
O 0.756 3.182 -0.220  0.05
N 2.541 1.850 -0.453  0.14
C 3.415 0.707 -0.214  -0.43
C 3.188 -0.404 -1.251  -0.08
C 4.177 -1.545 -1.013  -0.29
C 5.606 -1.029 -1.168  -0.12
C 5.851 0.076 -0.144  -0.29
C 5.674 -0.483 1.265  -0.12
C 4.245 -0.999 1.423  -0.29
C 3.983 -2.102 0.398  -0.12
C 3.256 0.147 1.207  -0.08
C 4.855 1.213 -0.372  -0.09
C -1.523 0.164 1.238  -0.08
H -7.772 -2.145 -0.241  0.07
H -6.589 -2.811 -1.368  0.07
H -6.493 -3.209 0.347  0.07
H -5.993 -0.824 0.874  0.10
H -6.086 -0.428 -0.846  0.10
H -4.119 -2.395 0.415  0.12
H -4.215 -2.013 -1.308  0.12
H -3.278 -0.856 1.910  0.15
H -3.513 1.568 2.508  0.11
H -4.907 0.853 1.704  0.10
H -2.924 2.845 0.570  0.10
H -4.666 2.968 0.682  0.11
H -3.711 2.450 -1.650  0.12
H -5.040 1.444 -1.084  0.10
H -3.463 -0.001 -2.110  0.15
H -1.435 1.485 -1.958  0.12
H -1.169 -0.226 -1.594  0.12
H -1.185 2.113 0.338  0.12
H 0.803 0.044 -0.193  0.10
H 3.017 2.733 -0.559  0.14
H 3.321 0.012 -2.252  0.13
H 2.172 -0.797 -1.194  0.11
H 3.993 -2.338 -1.747  0.14
H 5.754 -0.643 -2.179  0.12
H 6.315 -1.845 -1.014  0.12
H 6.870 0.464 -0.260  0.14
H 6.384 -1.295 1.436  0.12
H 5.872 0.296 2.004  0.12
H 4.111 -1.401 2.433  0.14
H 4.672 -2.933 0.564  0.12
H 2.966 -2.484 0.512  0.12
H 2.238 -0.207 1.371  0.11
H 3.444 0.947 1.927  0.13
H 4.986 1.624 -1.375  0.13
H 5.039 2.012 0.350  0.13
H -1.240 0.585 2.203  0.12
H -1.043 -0.814 1.140  0.12

Total energy ... -1100.0833 Eh
Largest force on an atom ... 0.60 eV/A
HOMO energy ... -7.832 eV
Charge ... 0
Gap between HOMO and LUMO ... 0.3112 Ha
Spin multiplicity ... 1
SMILES ... CCCN1[C@@H]2CCC[C@H]1C[C@H](NC(=O)N[C@]13C[C@H]4C[C@H](C[C@H](C4)C1)C3)C2
LUMO ... 0.64 eV
Energy relative to the best compared isomer or geometry (same formula, charge and spin) ... 17.0 kJ/mol

---

Entry from the Open Molecules 2025 dataset: 5 unconnected molecules or ions with the total composition C22H37NO16 (ωB97M-V/def2-TZVPD).

Last column: Löwdin charge in e.
Positions of all 76 atoms, in Å:
C -0.622 2.640 -2.244  -0.07
C -2.064 2.356 -2.700  -0.18
C -2.679 1.098 -2.094  -0.19
O -1.734 0.070 -1.815  -0.13
C -1.770 -1.038 -2.638  -0.20
O -1.878 -2.204 -1.828  0.05
C -3.127 -2.663 -1.682  -0.64
O -3.840 -2.927 -2.544  0.22
O -3.475 -2.886 -0.411  0.04
C -3.376 -1.701 0.396  -0.17
C -3.700 -1.956 1.844  -0.16
C -2.570 -2.627 2.636  -0.20
C -1.881 -3.788 1.922  -0.19
C -0.553 -4.090 2.656  -0.26
N 0.587 -3.585 1.854  0.01
H -0.249 1.953 -1.491  0.04
H 0.007 2.646 -3.122  0.05
H -0.523 3.627 -1.829  0.05
H -2.143 2.379 -3.777  0.09
H -2.675 3.186 -2.358  0.11
H -3.515 0.777 -2.716  0.13
H -3.113 1.384 -1.139  0.11
H -0.810 -1.124 -3.140  0.14
H -2.534 -1.013 -3.409  0.14
H -2.423 -1.185 0.314  0.12
H -4.124 -1.002 0.014  0.13
H -4.641 -2.475 1.977  0.12
H -3.856 -0.975 2.288  0.10
H -3.012 -3.037 3.537  0.11
H -1.812 -1.886 2.873  0.10
H -2.467 -4.703 1.935  0.11
H -1.620 -3.550 0.901  0.09
H -0.562 -3.526 3.588  0.09
H -0.446 -5.131 2.940  0.10
H 1.319 -4.282 1.861  0.06
H 0.905 -2.731 2.287  0.04
O -0.612 3.761 -5.267  0.17
C 0.436 3.666 -5.814  -0.56
O 0.968 2.499 -6.268  0.06
C 2.114 2.817 -7.062  -0.12
C 2.515 4.172 -6.527  -0.12
O 1.270 4.706 -6.072  0.07
H 2.889 2.064 -6.938  0.13
H 1.816 2.852 -8.111  0.13
H 3.199 4.102 -5.678  0.13
H 2.956 4.815 -7.285  0.13
O 2.995 -0.700 1.803  0.14
C 2.444 -0.690 0.745  -0.57
O 1.123 -0.902 0.575  0.05
C 0.796 -0.592 -0.786  -0.10
C 2.124 -0.768 -1.481  -0.09
O 3.061 -0.468 -0.439  0.07
H 0.025 -1.264 -1.158  0.11
H 0.426 0.434 -0.835  0.10
H 2.289 -1.794 -1.816  0.14
H 2.254 -0.093 -2.324  0.13
O -0.940 4.572 0.227  0.16
C -1.118 3.839 1.142  -0.55
O -0.524 3.954 2.357  0.07
C -1.155 3.030 3.248  -0.11
C -1.718 1.996 2.300  -0.12
O -1.945 2.758 1.112  0.05
H -0.434 2.616 3.948  0.13
H -1.933 3.555 3.806  0.13
H -1.005 1.199 2.077  0.13
H -2.645 1.552 2.656  0.13
O 5.625 -1.660 7.872  0.16
C 5.317 -1.532 6.733  -0.57
O 6.187 -1.566 5.689  0.06
C 5.424 -1.608 4.478  -0.12
C 4.109 -1.001 4.902  -0.13
O 4.047 -1.333 6.293  0.06
H 5.916 -1.044 3.691  0.13
H 5.322 -2.647 4.161  0.13
H 4.097 0.086 4.798  0.13
H 3.261 -1.416 4.365  0.11

Total energy ... -2119.0814 Eh
Largest force on an atom ... 4.68 eV/A
HOMO energy ... -9.263 eV
Charge ... 0
Gap between HOMO and LUMO ... 0.3475 Ha
Spin multiplicity ... 1
SMILES ... CCCOCOC(=O)OCCCCCN.O=C1OCCO1.O=C1OCCO1.O=C1OCCO1.O=C1OCCO1
LUMO ... 0.19 eV
Energy relative to the best compared isomer or geometry (same formula, charge and spin) ... 0.0 kJ/mol

---

Entry from the Open Molecules 2025 dataset: a molecular structure, C22H38BF8N3O12PSi (ωB97M-V/def2-TZVPD).

Last column: Löwdin charge in e.
Positions of all 86 atoms, in Å:
C -1.153 0.242 3.267  -0.31
P -1.171 -1.074 1.924  0.99
O 0.019 -2.260 2.425  -0.32
C -0.656 -0.396 0.158  -0.23
B -0.703 -1.958 -0.424  -0.61
N 0.115 -2.553 -1.519  0.10
O -1.711 -2.909 0.073  -0.03
C 0.879 0.166 0.105  -0.31
N 1.810 -0.116 -0.990  0.07
C 1.824 0.058 1.380  -0.08
C 2.756 -1.271 1.446  -0.27
O 4.166 -0.979 1.268  -0.25
Si 5.003 -2.433 1.758  0.49
C 4.998 -2.683 3.676  -0.20
C 6.875 -2.410 1.243  -0.19
C 4.273 -4.030 0.997  -0.20
C 0.453 1.753 -0.200  -0.26
O 0.237 2.067 1.195  -0.09
C 1.623 2.817 -0.477  -0.06
C 2.189 3.620 0.777  -0.17
O 3.290 4.460 0.272  -0.07
C 3.572 5.488 1.200  -0.27
O 4.670 6.061 1.144  0.04
C -0.825 1.626 -1.246  -0.12
C -1.279 3.156 -1.315  -0.02
C -2.710 3.638 -1.684  -0.37
O -3.267 4.451 -0.883  0.06
O -3.567 3.297 -2.764  0.03
C -0.389 1.333 -2.733  -0.19
F 0.899 1.924 -3.117  0.04
F -0.089 -0.049 -3.040  0.05
C -1.251 1.748 -3.994  -0.30
F -1.242 3.133 -4.361  0.07
F -2.465 1.112 -4.236  0.12
F -0.460 1.231 -5.095  0.05
N -1.689 0.586 -0.482  -0.09
C -2.665 1.255 0.492  -0.02
C -2.715 0.006 -1.430  -0.07
C -3.906 -0.873 -0.862  -0.19
O -4.009 -2.095 -1.655  -0.02
C -5.362 -0.236 -0.832  -0.36
F -5.662 0.160 0.514  0.05
F -6.284 -1.287 -1.083  0.10
F -5.653 0.747 -1.782  0.09
H -0.176 0.318 3.878  0.05
H -1.948 -0.069 4.045  0.05
H -1.428 1.298 2.956  0.02
H -0.338 -2.608 3.280  0.06
H -0.526 -2.714 -2.322  0.08
H 0.529 -3.456 -1.254  0.07
H -1.863 -3.611 -0.589  0.11
H 2.055 -1.094 -1.167  0.07
H 2.737 0.299 -0.774  0.09
H 2.596 0.913 1.306  0.12
H 1.362 0.137 2.404  0.08
H 2.332 -2.052 0.734  0.10
H 2.651 -1.726 2.504  0.11
H 4.820 -1.693 4.207  0.04
H 4.104 -3.381 3.889  0.04
H 5.917 -3.248 4.051  0.04
H 7.424 -2.976 2.078  0.04
H 6.994 -2.966 0.258  0.03
H 7.171 -1.310 1.180  0.04
H 3.127 -4.074 1.081  0.04
H 4.663 -4.969 1.510  0.05
H 4.540 -4.123 -0.118  0.05
H -0.309 2.839 1.411  0.10
H 2.558 2.377 -0.990  0.13
H 1.346 3.658 -1.219  0.13
H 2.564 3.014 1.651  0.13
H 1.396 4.372 1.152  0.13
H 2.817 5.775 2.008  0.16
H -0.579 3.655 -2.090  0.15
H -0.971 3.728 -0.363  0.14
H -3.419 3.990 -3.446  0.13
H -2.237 2.142 1.049  0.10
H -3.146 0.587 1.260  0.10
H -3.579 1.719 -0.035  0.12
H -2.321 -0.570 -2.325  0.15
H -3.203 0.917 -1.949  0.13
H -3.696 -1.272 0.199  0.16
H -4.207 -1.806 -2.572  0.12
C -7.082 -4.632 -1.495  -1.05
O -5.845 -4.528 -1.432  -0.03
O -7.730 -4.903 -2.550  -0.03
O -7.870 -4.480 -0.514  -0.02

Total energy ... -3382.5082 Eh
Largest force on an atom ... 6.20 eV/A
HOMO energy ... -1.153 eV
Charge ... -1
Gap between HOMO and LUMO ... 0.0668 Ha
Spin multiplicity ... 1
LUMO ... 0.67 eV
Energy relative to the best compared isomer or geometry (same formula, charge and spin) ... 0.0 kJ/mol

---

Entry from the Open Molecules 2025 dataset: a molecular structure, C22H38CdO3P2S (ωB97M-V/def2-TZVPD).

Last column: Löwdin charge in e.
Positions of all 67 atoms, in Å:
P 0.846 -2.439 -3.610  0.91
P 2.802 -2.664 -0.040  0.96
C 2.448 -2.900 -2.894  -0.35
C 2.405 -3.633 -1.541  -0.30
H 2.999 -1.920 -2.840  0.05
H 2.961 -3.524 -3.648  0.08
H 1.436 -4.132 -1.364  0.06
H 3.200 -4.397 -1.573  0.09
C 4.622 -2.733 0.087  -0.18
H 4.969 -2.121 0.934  0.07
H 5.103 -2.395 -0.843  0.06
H 4.895 -3.785 0.267  0.05
C 2.183 -3.505 1.428  -0.18
H 2.947 -4.234 1.749  0.06
H 1.260 -4.060 1.207  0.06
H 2.004 -2.796 2.248  0.06
C 1.208 -1.773 -5.265  -0.18
H 0.339 -1.195 -5.622  0.06
H 1.435 -2.593 -5.970  0.05
H 2.067 -1.081 -5.223  0.06
C -0.176 -3.915 -3.752  -0.19
H -0.023 -4.568 -2.881  0.04
H 0.114 -4.454 -4.670  0.05
H -1.237 -3.627 -3.801  0.06
Cd -2.304 -0.578 1.530  1.33
C 2.482 -0.894 -0.462  -0.43
C 2.989 -0.415 -1.770  -0.31
C 2.640 0.917 -2.322  -0.26
C 1.122 1.288 -2.335  -0.28
C 0.365 0.320 -3.092  -0.25
C 0.103 -1.054 -2.729  -0.51
C -0.021 -1.377 -1.196  -0.19
C 0.958 -0.747 -0.189  -0.24
C -3.299 0.406 -0.073  -0.27
H 2.974 -0.351 0.374  0.11
H 4.050 -0.652 -1.934  0.06
H 2.982 0.939 -3.383  0.10
H 3.157 1.734 -1.774  0.08
H 0.778 1.427 -1.302  0.07
H 1.011 2.253 -2.856  0.10
H -0.105 0.639 -4.022  0.05
H -0.916 -1.245 -3.151  0.10
H -0.044 -2.472 -1.050  0.08
H -1.045 -1.051 -0.938  0.05
H 0.703 0.299 0.029  0.08
H 0.738 -1.227 0.782  0.07
H -4.322 0.012 -0.141  -0.06
H -2.765 0.305 -1.025  -0.05
H -3.349 1.464 0.212  -0.04
C -4.871 6.173 6.101  -0.07
C -4.092 5.261 5.204  -0.30
C -4.041 5.480 3.821  -0.05
C -3.341 4.621 2.981  0.00
C -2.688 3.501 3.546  -0.34
C -2.680 3.295 4.927  -0.05
C -3.398 4.171 5.731  -0.05
S -1.141 1.331 3.326  0.80
O -2.131 2.611 2.681  -0.27
O -0.484 0.980 2.012  -0.57
O -2.197 0.254 3.598  -0.62
H -4.420 7.168 6.173  0.08
H -5.890 6.301 5.725  0.08
H -4.911 5.755 7.109  0.07
H -4.543 6.354 3.404  0.11
H -3.293 4.777 1.901  0.12
H -2.165 2.454 5.389  0.09
H -3.404 4.018 6.806  0.11

Total energy ... -2335.1077 Eh
Largest force on an atom ... 2.99 eV/A
HOMO energy ... -3.997 eV
Charge ... 0
Gap between HOMO and LUMO ... 0.1117 Ha
Spin multiplicity ... 1
LUMO ... -0.96 eV
Energy relative to the best compared isomer or geometry (same formula, charge and spin) ... 250.7 kJ/mol